Record 1
Below is a cluster of 2 separate species, C3H12N4S in total in a non-equilibrium geometry, with properties calculated with wB97M-V/def2-TZVPD.

Structure (XYZ):
```
20
Properties=species:S:1:pos:R:3:forces:R:3
C -1.65897 0.70797 0.25820 0.180 0.136 -0.334
C -2.25405 -0.65372 -0.09785 -0.016 -0.301 0.671
S -1.09868 -1.58978 -1.12973 0.737 -0.131 0.223
N -1.07788 1.37801 -0.92430 0.113 -0.083 0.105
H -0.82342 0.53663 0.94308 -0.501 0.059 0.043
H -2.39521 1.35926 0.73861 0.067 -0.023 -0.022
H -3.21874 -0.53614 -0.60619 0.152 -0.049 -0.114
H -2.43956 -1.21676 0.83434 -0.042 0.252 -0.334
H -1.79652 1.78990 -1.50917 -0.045 0.032 0.090
H -0.70552 0.57612 -1.46425 -0.122 0.439 -0.085
N 1.57130 1.50541 0.05980 0.877 -0.831 0.623
C 1.87766 0.29770 0.68510 0.031 4.620 2.262
N 3.05974 -0.37889 0.63917 -0.680 -0.380 -0.492
N 1.10425 0.07745 1.87765 0.678 -1.520 -1.402
H 0.60405 1.69982 -0.20524 -0.580 0.047 -0.113
H 2.26774 2.17814 -0.21974 0.220 -0.537 -0.264
H 1.72587 -0.63177 0.00468 -0.486 -2.332 -1.451
H 3.56390 -0.29528 -0.24381 -0.161 0.400 -0.219
H 1.38515 0.64395 2.66734 0.171 0.280 -0.245
H 1.34752 -0.89835 2.02540 -0.592 -0.078 1.057
```
Forces are in eV/Å.

Computed properties:
Molar mass (g/mol): 136.2
LUMO level (eV): -2.58
ΔE to the lowest compared entry with this formula, charge and spin (kcal per mole): 119.7

Record 2
Below is a cluster of 2 separate species, C3H12NO in total in a non-equilibrium geometry, with properties calculated with wB97M-V/def2-TZVPD.

Structure (XYZ):
```
17
Properties=species:S:1:pos:R:3:forces:R:3
C 0.20431 -1.41454 1.65875 -0.435 0.239 0.869
N -0.39728 -0.85402 0.43546 -0.681 0.511 -0.905
C -0.19964 -1.70009 -0.80812 0.592 0.537 0.091
H -0.08915 -0.73976 2.49122 0.415 -0.574 -0.401
H -0.27299 -2.39413 1.78854 0.479 0.211 0.206
H 1.28828 -1.46550 1.55267 -0.194 -0.133 0.039
H -0.01390 0.07442 0.20245 -0.190 -0.225 0.343
H -1.40638 -0.69777 0.62342 0.650 -0.195 -0.304
H 0.74739 -1.37152 -1.26679 -0.359 -0.243 0.220
H -1.00889 -1.47574 -1.50241 0.029 -0.368 0.117
H -0.10199 -2.74315 -0.50279 -0.360 0.153 -0.233
C 0.17337 2.27527 -0.45642 -0.426 1.725 -0.576
O 0.32932 3.42269 -1.36781 0.013 -1.150 2.351
H 0.79532 1.45770 -0.81646 -0.111 -0.390 -0.168
H 0.50179 2.49899 0.56697 0.214 0.518 -0.438
H -0.90939 2.07124 -0.36005 0.353 -0.428 -0.285
H 0.35984 3.05591 -2.23862 0.011 -0.188 -0.925
```
Forces are in eV/Å.

Computed properties:
Molar mass (g/mol): 78.1
Charge: +1
LUMO level (eV): -3.63
ΔE to the lowest compared entry with this formula, charge and spin (kcal per mole): 43.7